Here is the ion C10H9ClN3 with charge +1 at a distorted geometry from the Open Molecules 2025 dataset. Energies are from ωB97M-V with the def2-TZVPD basis set.

## Properties
ΔE to the lowest compared entry with this formula, charge and spin in kcal/mol: 18.5
SMILES: CN1C#[N+]C(CCl)=Nc2ccccc21
Charge: +1
Largest force on an atom in eV/A: 4.23
Lowest unoccupied orbital energy (alpha / beta) in eV: -5.926 / -5.925

Geometry as XYZ:
```
23
Properties=species:S:1:pos:R:3:forces:R:3
C 0.24971 1.70551 -0.57151 -0.623 -0.129 2.524
C -1.17695 -2.84314 -0.17086 -1.168 1.336 2.898
C -0.65875 -2.59659 -1.42738 -0.264 -3.141 -1.053
C -1.13759 -1.82330 0.87424 -1.407 -1.020 -2.226
C 0.01832 -1.44985 -1.64666 2.933 1.673 -0.324
C -0.51898 -0.63529 0.60377 1.428 0.139 -0.631
C 0.26718 -0.53833 -0.57423 -1.926 -0.503 -1.004
C -0.66800 1.54924 1.47681 1.142 2.543 1.033
C 2.12227 0.62579 -1.72756 -1.149 0.636 -4.024
C -0.61236 2.48977 2.64336 0.827 0.205 0.617
N -0.57032 2.19513 0.17835 0.493 -0.198 -2.475
N -0.65518 0.33624 1.59252 0.255 -1.913 -0.036
N 0.99528 0.67140 -0.82215 -0.595 -0.060 -0.350
Cl 0.77616 3.65738 2.46671 -0.768 -0.304 -0.346
H -1.73567 -3.73485 0.10362 0.230 -0.016 -0.442
H -0.66654 -3.42896 -2.25586 -0.245 1.851 1.776
H -1.82192 -1.63886 1.71631 0.385 -1.542 -0.070
H 0.61753 -1.36746 -2.60248 -1.059 0.164 1.160
H 2.26097 -0.42261 -2.10372 0.080 1.148 0.815
H 1.73568 1.23327 -2.69329 1.477 -1.287 2.081
H 3.01283 1.04635 -1.32290 0.551 0.288 0.365
H -0.26512 1.94037 3.54334 -1.106 0.180 -0.588
H -1.56854 3.02878 2.71959 0.509 -0.050 0.300
```
Positions in Å, forces in eV/Å.